Record 1
{"formula": "C12H24O12", "method": "ωB97M-V/def2-TZVPD", "elements": ["C", "O", "C", "O", "O", "C", "H", "H", "H", "H", "H", "H", "C", "O", "C", "O", "O", "C", "H", "H", "H", "H", "H", "H", "C", "O", "C", "O", "O", "C", "H", "H", "H", "H", "H", "H", "C", "O", "C", "O", "O", "C", "H", "H", "H", "H", "H", "H"], "positions_angstrom": [[16.072, 15.067, 30.136], [16.591, 13.850, 29.569], [17.846, 13.898, 29.153], [18.563, 14.868, 29.148], [18.206, 12.687, 28.739], [19.331, 12.604, 27.896], [16.499, 15.906, 29.594], [16.300, 15.112, 31.199], [14.997, 14.987, 30.008], [20.274, 12.799, 28.408], [19.276, 13.346, 27.094], [19.325, 11.616, 27.448], [11.877, 18.327, 36.413], [12.282, 17.186, 35.661], [12.997, 17.372, 34.568], [13.446, 18.409, 34.161], [13.152, 16.182, 33.975], [13.879, 16.166, 32.749], [10.892, 18.624, 36.062], [12.624, 19.116, 36.367], [11.809, 18.013, 37.453], [14.787, 15.580, 32.889], [14.031, 17.114, 32.245], [13.273, 15.520, 32.106], [12.186, 12.673, 32.967], [13.531, 12.997, 32.579], [14.521, 12.313, 33.161], [14.438, 11.640, 34.149], [15.616, 12.510, 32.428], [16.784, 11.827, 32.842], [11.683, 12.369, 32.044], [11.667, 13.571, 33.289], [12.171, 11.808, 33.621], [17.626, 12.386, 32.441], [16.820, 10.815, 32.437], [16.877, 11.763, 33.925], [7.963, 12.985, 31.436], [9.042, 13.916, 31.481], [9.681, 14.075, 30.311], [9.208, 13.901, 29.218], [10.915, 14.490, 30.575], [11.775, 14.680, 29.440], [7.460, 12.987, 32.394], [8.343, 11.981, 31.217], [7.278, 13.198, 30.614], [12.039, 13.699, 29.051], [12.658, 15.201, 29.789], [11.257, 15.287, 28.702]], "atomic_forces_ev_per_a": [[0.1, -0.4, -0.3], [-0.2, -0.1, 0.3], [0.6, 0.4, 0.0], [-0.1, 0.0, -0.1], [-0.7, -0.5, 0.1], [0.7, 0.5, -0.7], [-0.1, 0.2, 0.2], [0.2, 0.0, 0.0], [0.0, 0.1, 0.0], [-0.1, -0.2, 0.3], [-0.2, -0.1, 0.1], [0.0, -0.1, 0.2], [0.2, 0.0, 0.3], [-0.2, -0.5, 0.4], [0.4, 0.0, -0.5], [-0.1, 0.3, 0.1], [0.0, 0.5, 0.2], [-0.5, -1.5, -0.7], [0.1, 0.3, 0.0], [-0.2, 0.1, -0.3], [-0.1, -0.2, -0.1], [0.2, 0.5, 0.2], [0.1, 0.3, 0.5], [0.0, 0.2, -0.1], [-0.2, -0.4, -1.1], [0.1, 0.0, 0.0], [-0.3, 0.0, -0.2], [0.0, -0.2, 0.1], [-0.2, 0.3, -0.1], [0.8, -0.2, 0.2], [0.1, 0.0, 0.0], [0.2, -0.1, 0.5], [0.0, 0.4, 0.5], [-0.1, 0.0, 0.0], [-0.2, 0.0, -0.1], [-0.2, 0.1, 0.0], [-0.2, -0.6, -0.7], [0.3, -0.2, 0.0], [-0.3, 0.2, -0.1], [0.2, -0.2, 0.2], [0.3, 0.2, 0.3], [-0.5, 0.0, 0.0], [0.1, 0.2, 0.1], [0.1, 0.1, 0.3], [-0.1, 0.3, 0.2], [0.1, 0.1, -0.2], [0.0, 0.0, 0.2], [0.1, -0.1, -0.2]], "e_above_lowest_ev": 0.585, "e_tot_ha": -1374.527068, "largest_force_ev_per_a": 1.68, "homo_ev": -10.89, "smiles": "COC(=O)OC.COC(=O)OC.COC(=O)OC.COC(=O)OC"}

=====

Record 2
{"formula": "C2H10NSi", "method": "ωB97M-V/def2-TZVPD", "elements": ["C", "C", "N", "Si", "H", "H", "H", "H", "H", "H", "H", "H", "H", "H"], "positions_angstrom": [[-2.004, -0.037, -0.063], [0.485, 0.324, -0.411], [-0.621, -0.494, 0.107], [2.261, -0.120, 0.111], [-2.569, -0.648, 0.692], [-1.965, 1.052, 0.106], [-2.302, -0.280, -0.992], [-0.199, 1.999, 0.785], [0.299, 0.944, -1.351], [-0.440, -0.725, 1.129], [-0.572, -1.339, -0.367], [2.390, 0.271, 1.412], [3.229, 0.548, -0.801], [2.008, -1.495, -0.358]], "atomic_forces_ev_per_a": [[0.2, 0.8, 4.0], [-0.5, 3.8, 0.4], [1.3, 0.9, 1.8], [-0.7, -0.1, -3.3], [0.0, 1.1, -0.8], [-0.6, -0.6, 0.1], [-1.1, -0.6, -3.3], [0.8, -1.4, -1.1], [-0.3, -1.3, 1.3], [-0.2, 0.5, -1.5], [0.3, -2.6, -1.1], [0.4, 0.2, 2.5], [-0.3, -0.1, 0.2], [0.6, -0.6, 0.6]], "e_above_lowest_ev": 6.846, "e_tot_ha": -425.982074, "largest_force_ev_per_a": 4.10, "homo_ev": [-14.83, -14.11], "total_charge": 1}

=====

Record 3
{"formula": "C27H37BBr2F7N9O6", "method": "ωB97M-V/def2-TZVPD", "elements": ["C", "C", "Br", "C", "Br", "C", "C", "C", "N", "C", "C", "F", "F", "C", "F", "F", "C", "F", "F", "F", "C", "N", "C", "B", "N", "O", "C", "O", "C", "N", "N", "C", "H", "H", "H", "H", "H", "H", "H", "H", "H", "C", "O", "N", "C", "C", "H", "H", "H", "H", "H", "H", "H", "C", "O", "N", "C", "C", "H", "H", "H", "H", "H", "H", "H", "C", "O", "N", "C", "C", "H", "H", "H", "H", "H", "H", "H", "C", "O", "N", "C", "C", "H", "H", "H", "H", "H", "H", "H"], "positions_angstrom": [[-4.029, -0.241, 2.513], [-4.841, -1.525, 2.875], [-6.300, -1.354, 4.200], [-4.587, -2.748, 2.326], [-5.725, -4.273, 2.842], [-3.456, -2.981, 1.280], [-3.626, -2.367, -0.013], [-2.510, -2.576, -1.031], [-2.718, -1.926, -2.299], [-1.299, -3.360, -0.730], [-0.165, -3.587, -1.761], [0.261, -4.923, -1.833], [-0.477, -3.228, -3.061], [1.166, -2.743, -1.378], [1.783, -2.472, -2.613], [2.075, -3.467, -0.660], [0.859, -1.329, -0.741], [-0.117, -0.637, -1.423], [2.016, -0.564, -0.902], [0.633, -1.382, 0.602], [-1.182, -3.951, 0.666], [-0.013, -4.647, 0.940], [0.029, -5.191, 2.191], [1.349, -6.064, 2.582], [1.880, -6.204, 3.936], [2.030, -6.687, 1.504], [-1.109, -5.015, 3.144], [-0.967, -5.652, 4.430], [-0.451, -4.682, 5.269], [0.333, -4.026, 5.802], [-2.254, -4.320, 2.967], [-2.237, -3.800, 1.681], [-4.592, 0.658, 2.908], [-3.954, -0.072, 1.382], [-3.015, -0.192, 3.011], [-4.543, -1.771, -0.244], [-2.662, -2.603, -3.063], [-3.638, -1.475, -2.311], [2.731, -6.777, 3.839], [1.275, -6.747, 4.557], [1.506, -7.415, 1.131], [4.385, 4.081, -0.086], [5.240, 4.810, 0.380], [4.619, 2.922, -0.748], [3.544, 2.106, -1.276], [5.991, 2.484, -0.936], [3.311, 4.319, 0.000], [3.590, 1.118, -0.818], [3.666, 2.013, -2.358], [2.573, 2.555, -1.062], [6.464, 2.356, 0.039], [6.539, 3.248, -1.493], [6.019, 1.541, -1.483], [7.852, -0.242, -3.785], [7.393, -0.011, -2.683], [7.265, 0.092, -4.961], [7.872, -0.216, -6.240], [5.987, 0.781, -4.935], [8.816, -0.760, -3.916], [8.043, 0.713, -6.789], [7.196, -0.857, -6.812], [8.822, -0.731, -6.105], [6.096, 1.722, -4.391], [5.254, 0.160, -4.415], [5.643, 0.981, -5.949], [-2.976, 2.447, 0.204], [-3.699, 1.584, 0.680], [-2.979, 2.842, -1.086], [-2.089, 3.876, -1.575], [-3.901, 2.213, -2.010], [-2.241, 2.987, 0.820], [-2.684, 4.697, -1.980], [-1.456, 3.461, -2.363], [-1.457, 4.256, -0.773], [-4.923, 2.370, -1.661], [-3.703, 1.139, -2.040], [-3.786, 2.635, -3.008], [-4.406, 5.855, 2.016], [-4.454, 5.137, 1.035], [-4.619, 5.447, 3.290], [-4.546, 6.360, 4.413], [-4.931, 4.050, 3.535], [-4.177, 6.931, 1.938], [-3.772, 6.017, 5.104], [-5.510, 6.373, 4.927], [-4.305, 7.369, 4.080], [-4.111, 3.428, 3.168], [-5.840, 3.783, 2.993], [-5.075, 3.874, 4.600]], "atomic_forces_ev_per_a": [[-0.9, 0.2, 0.2], [0.7, -0.7, -0.5], [1.2, 0.2, -1.0], [0.0, 0.6, 0.2], [1.1, 0.7, -0.7], [-0.5, 0.7, -0.8], [2.9, -2.1, 1.7], [0.3, -0.5, 0.6], [-0.4, -1.1, 1.2], [-3.0, 0.7, 1.0], [1.0, -0.6, 0.5], [-0.9, 1.7, 0.1], [-0.2, -0.4, 1.6], [0.5, -0.5, -1.8], [-0.6, -0.1, 1.7], [-1.5, 1.3, -0.5], [1.6, 1.5, 0.0], [1.2, -1.5, 1.4], [-1.6, -1.1, 0.3], [-0.3, 0.0, -1.9], [0.0, 0.2, -0.6], [-2.0, -0.2, 2.4], [-1.2, 0.4, 0.1], [0.3, -0.4, -0.3], [0.0, -1.2, -1.5], [-0.6, 0.2, 1.1], [-0.5, 0.6, -0.9], [0.4, 2.8, 0.8], [0.3, -2.4, -1.9], [-0.7, 0.4, 0.5], [3.7, -1.2, -2.0], [-1.7, 1.5, -1.7], [0.6, -1.1, -0.5], [0.0, -0.8, 2.2], [-1.0, -0.4, -0.6], [1.1, -0.7, 0.1], [0.2, 0.5, 0.2], [0.5, -0.3, 0.0], [-0.3, 0.4, 0.2], [0.0, 0.9, 0.1], [0.2, 0.6, -0.2], [0.1, -0.2, -0.1], [0.0, -0.1, -0.1], [-0.3, 0.5, 0.2], [0.4, 0.0, 0.0], [0.0, 0.1, 0.1], [-0.1, -0.1, 0.0], [-0.1, 0.0, -0.1], [-0.2, -0.1, 0.0], [0.1, 0.0, 0.0], [0.1, 0.0, -0.1], [0.1, -0.1, 0.1], [0.0, 0.1, 0.1], [0.0, 0.0, -0.2], [-0.1, 0.1, -0.1], [0.3, -0.2, 0.2], [-0.3, 0.1, 0.1], [0.1, 0.0, 0.3], [0.0, 0.0, -0.1], [0.1, -0.1, -0.1], [0.1, 0.0, -0.1], [-0.1, 0.0, 0.1], [-0.1, 0.0, 0.0], [-0.1, 0.1, 0.0], [0.1, -0.1, 0.0], [0.0, 0.3, -0.3], [0.2, 0.8, -0.8], [0.2, -0.1, 0.5], [-0.2, -0.1, -0.2], [-0.1, -0.1, 0.3], [0.0, 0.0, 0.0], [0.2, 0.1, 0.0], [0.1, 0.1, 0.0], [-0.1, -0.1, 0.0], [0.0, -0.1, -0.1], [-0.1, 0.0, -0.1], [0.1, 0.0, 0.1], [0.0, 0.0, 0.3], [0.1, -0.1, 0.0], [0.1, 0.3, -0.3], [-0.1, -0.3, 0.0], [0.0, 0.0, -0.3], [0.0, 0.0, 0.1], [-0.1, 0.1, 0.1], [0.1, 0.1, 0.1], [0.0, -0.1, -0.1], [-0.1, -0.1, 0.0], [0.1, -0.1, 0.1], [0.0, 0.1, -0.1]], "e_tot_ha": -7867.179863, "largest_force_ev_per_a": 4.38, "homo_ev": -8.87, "smiles": "C/C(Br)=C(/Br)c1cc(N)c(C(F)(F)C(F)(F)C(F)(F)F)c2nc(B(N)O)c(OC#N)nc12.CN(C)C=O.CN(C)C=O.CN(C)C=O.CN(C)C=O"}

=====

Record 4
{"formula": "C20H50N4O10P", "method": "ωB97M-V/def2-TZVPD", "elements": ["C", "C", "C", "C", "N", "P", "O", "O", "O", "O", "C", "C", "C", "O", "C", "O", "O", "H", "H", "H", "H", "H", "H", "H", "H", "H", "H", "H", "H", "H", "H", "H", "H", "H", "C", "C", "C", "O", "C", "N", "H", "H", "H", "H", "H", "H", "H", "H", "H", "H", "H", "C", "C", "C", "O", "C", "N", "H", "H", "H", "H", "H", "H", "H", "H", "H", "H", "H", "C", "C", "C", "O", "C", "N", "H", "H", "H", "H", "H", "H", "H", "H", "H", "H", "H"], "positions_angstrom": [[-3.443, 1.070, 3.491], [-4.195, 0.270, 2.411], [-3.326, -0.587, 1.487], [-2.226, 0.163, 0.699], [-1.084, 0.460, 1.569], [-0.225, -0.772, 2.228], [0.152, -1.894, 1.381], [1.169, -0.071, 2.748], [-0.915, -1.339, 3.597], [-1.962, -0.657, -0.415], [-1.462, -0.047, -1.581], [-0.089, 0.619, -1.472], [0.618, 0.363, -2.828], [-0.171, 2.028, -1.304], [-2.842, 1.552, 0.321], [-3.870, 1.534, -0.401], [-2.287, 2.586, 0.751], [-2.886, 0.341, 4.085], [-2.782, 1.821, 3.073], [-4.187, 1.492, 4.170], [-4.817, -0.437, 2.975], [-4.906, 0.885, 1.869], [-3.983, -0.961, 0.704], [-2.934, -1.470, 1.997], [-0.512, 1.221, 1.217], [0.965, 0.347, 3.593], [-0.619, -0.784, 4.327], [-1.297, -0.871, -2.278], [-2.186, 0.598, -2.087], [0.536, 0.124, -0.723], [-0.146, 0.547, -3.591], [1.432, 1.062, -3.019], [0.906, -0.680, -2.951], [0.709, 2.365, -1.481], [0.448, -2.951, 6.884], [1.565, -1.961, 6.581], [2.970, -2.578, 6.620], [3.482, -2.796, 7.923], [3.050, -3.992, 8.542], [1.453, -0.815, 7.492], [0.376, -3.190, 7.945], [-0.514, -2.533, 6.586], [0.587, -3.881, 6.331], [1.402, -1.600, 5.561], [3.660, -1.871, 6.152], [3.018, -3.500, 6.027], [2.925, -4.801, 7.817], [2.116, -3.835, 9.088], [3.812, -4.287, 9.265], [2.134, -0.112, 7.221], [1.773, -1.122, 8.407], [-3.019, 5.121, -4.733], [-3.236, 5.015, -3.225], [-2.564, 6.152, -2.435], [-1.161, 6.024, -2.282], [-0.399, 6.471, -3.380], [-2.802, 3.696, -2.774], [-2.015, 4.817, -5.027], [-3.717, 4.467, -5.257], [-3.189, 6.142, -5.088], [-4.313, 5.093, -3.044], [-2.968, 6.137, -1.420], [-2.812, 7.136, -2.861], [-0.859, 7.336, -3.870], [-0.250, 5.669, -4.107], [0.583, 6.766, -3.005], [-3.037, 3.579, -1.787], [-1.785, 3.685, -2.781], [3.953, -4.786, -6.076], [4.436, -3.453, -5.512], [3.564, -2.917, -4.366], [2.342, -2.340, -4.777], [1.291, -3.260, -5.005], [4.549, -2.488, -6.611], [3.076, -4.672, -6.712], [4.734, -5.240, -6.687], [3.708, -5.486, -5.274], [5.437, -3.618, -5.103], [4.115, -2.110, -3.876], [3.389, -3.687, -3.603], [1.337, -4.108, -4.317], [1.302, -3.617, -6.039], [0.350, -2.734, -4.847], [4.961, -1.630, -6.253], [3.606, -2.213, -6.870]], "atomic_forces_ev_per_a": [[-0.5, -0.7, -0.1], [0.1, -0.5, 1.0], [-0.3, 0.3, -0.6], [-1.4, 0.5, 0.7], [0.5, -0.9, 0.2], [1.2, -0.6, -0.6], [-0.2, -0.6, -0.3], [-1.2, 0.1, 0.5], [0.5, 0.7, -0.4], [0.3, 0.2, 0.1], [0.5, -0.3, -0.1], [0.8, -0.4, -1.5], [-1.1, 0.1, -0.1], [-0.2, -0.1, 0.4], [-0.7, 1.5, -1.0], [0.5, -0.7, 0.2], [0.3, -0.5, 0.3], [0.3, 0.2, 0.0], [0.0, 0.2, 0.0], [0.1, 0.4, 0.0], [-0.1, -0.1, -0.1], [0.3, 0.2, -0.4], [0.0, -0.1, 0.0], [0.2, 0.1, 0.1], [-0.3, 0.3, 0.1], [0.5, 0.5, -0.1], [-0.5, -0.1, 0.3], [-0.1, -0.3, 0.2], [0.0, 0.4, 0.4], [-0.3, 0.2, 0.5], [0.2, 0.1, -0.2], [0.3, -0.2, 0.1], [0.4, 0.0, 0.1], [0.1, 0.2, 0.1], [-0.2, -0.1, -0.1], [0.0, -0.1, 0.3], [0.1, 0.2, -0.3], [0.0, -0.2, -0.1], [0.1, 0.2, 0.2], [0.2, 0.1, -0.1], [0.1, 0.0, 0.0], [0.0, 0.0, 0.0], [0.0, 0.0, 0.0], [0.1, 0.0, 0.0], [0.0, 0.0, 0.1], [-0.1, -0.1, 0.1], [-0.1, 0.0, 0.0], [-0.1, -0.1, -0.1], [0.0, 0.0, 0.0], [-0.1, 0.1, 0.0], [-0.1, 0.0, 0.0], [-0.2, 0.1, -0.1], [0.4, -0.2, -0.1], [-0.3, 0.0, 0.2], [0.0, 0.3, -0.1], [0.1, -0.2, 0.2], [0.0, 0.3, 0.2], [0.0, 0.0, 0.1], [0.0, -0.1, 0.0], [0.0, 0.0, 0.0], [0.0, 0.1, 0.1], [0.1, -0.1, 0.0], [0.1, 0.0, -0.1], [0.0, 0.0, 0.0], [0.0, 0.1, -0.1], [0.0, 0.0, 0.0], [-0.1, -0.4, -0.1], [0.0, -0.1, 0.0], [0.1, -0.2, 0.0], [-0.3, -0.1, -0.2], [0.2, 0.2, 0.2], [0.0, -0.2, 0.0], [-0.1, 0.2, -0.1], [0.1, 0.1, 0.1], [0.0, 0.1, 0.0], [0.0, 0.1, 0.0], [0.0, 0.0, 0.0], [0.0, 0.1, 0.1], [0.0, 0.0, 0.0], [0.0, -0.1, -0.1], [0.0, 0.0, 0.0], [0.0, -0.1, 0.0], [0.0, 0.0, 0.1], [0.1, 0.0, 0.0], [0.0, -0.1, -0.1]], "e_tot_ha": -2104.922674, "largest_force_ev_per_a": 1.94, "homo_ev": -4.74, "total_charge": -1}

=====

Record 5
{"formula": "C18H19NO5S", "method": "ωB97M-V/def2-TZVPD", "elements": ["C", "C", "H", "H", "O", "C", "O", "C", "H", "H", "S", "C", "C", "O", "N", "C", "C", "C", "O", "C", "C", "C", "H", "H", "H", "H", "H", "O", "C", "C", "C", "C", "C", "C", "H", "H", "H", "H", "H", "H", "H", "H", "H", "H"], "positions_angstrom": [[-4.325, -1.984, -1.085], [-4.827, -0.549, -1.041], [-4.579, -0.029, -1.972], [-5.903, -0.503, -0.863], [-4.233, 0.153, 0.055], [-3.013, 0.630, -0.127], [-2.416, 0.606, -1.178], [-2.466, 1.239, 1.140], [-1.550, 0.726, 1.431], [-3.203, 1.174, 1.937], [-2.122, 3.022, 0.937], [-0.926, 3.061, -0.447], [0.382, 2.387, -0.088], [1.314, 2.985, 0.396], [0.383, 1.046, -0.362], [1.430, 0.172, -0.170], [1.273, -1.186, 0.071], [0.048, -1.936, 0.255], [-1.046, -1.379, 0.236], [0.201, -3.390, 0.481], [-0.841, -4.306, -0.122], [-0.836, -4.074, 1.342], [-0.498, -4.859, 2.001], [-1.607, -3.439, 1.753], [-0.503, -5.255, -0.509], [-1.618, -3.836, -0.706], [1.222, -3.742, 0.526], [2.488, -1.815, 0.150], [3.428, -0.866, -0.030], [4.801, -1.061, -0.038], [5.592, 0.045, -0.267], [5.031, 1.307, -0.482], [3.670, 1.505, -0.471], [2.844, 0.402, -0.236], [3.247, 2.484, -0.615], [5.687, 2.146, -0.658], [6.666, -0.065, -0.281], [5.219, -2.041, 0.128], [-0.501, 0.610, -0.633], [-1.395, 2.615, -1.322], [-0.749, 4.124, -0.603], [-4.607, -2.510, -0.176], [-4.747, -2.499, -1.944], [-3.240, -1.981, -1.165]], "atomic_forces_ev_per_a": [[0.0, 0.4, 0.1], [-0.1, -0.3, -0.5], [-0.1, 0.0, 0.2], [0.1, 0.1, 0.0], [-0.3, -0.1, 0.3], [0.2, 0.3, 0.3], [-0.1, -0.1, -0.2], [0.2, 0.4, -0.2], [-0.2, -0.1, 0.0], [0.1, 0.0, 0.0], [0.0, -0.1, -0.1], [-0.3, 0.0, 0.3], [-0.3, 0.2, -0.2], [0.2, 0.1, 0.1], [-0.3, -0.3, -0.2], [0.0, -0.9, 0.4], [-0.2, 1.4, -0.2], [0.0, -0.3, 0.1], [0.2, -0.2, 0.0], [0.1, -0.1, 0.0], [-0.1, 0.0, -0.1], [-0.1, 0.0, 0.1], [0.1, -0.1, 0.0], [0.0, 0.1, -0.1], [0.1, 0.0, 0.0], [0.0, 0.1, 0.0], [-0.1, -0.1, 0.0], [0.2, -0.4, 0.0], [-0.1, 0.9, -0.2], [-0.1, -0.2, 0.0], [-0.1, -0.2, 0.0], [0.0, 0.2, -0.1], [0.1, 0.0, 0.0], [0.3, -0.5, 0.1], [0.0, 0.0, 0.0], [0.0, 0.1, 0.0], [0.1, 0.0, 0.0], [0.1, -0.1, 0.0], [0.1, 0.2, 0.0], [0.1, 0.1, 0.0], [0.1, -0.1, 0.0], [0.0, -0.1, 0.1], [-0.1, -0.1, -0.1], [0.1, -0.1, 0.0]], "e_above_lowest_ev": 0.820, "e_tot_ha": -1526.471984, "largest_force_ev_per_a": 1.39, "homo_ev": -8.33, "smiles": "CCOC(=O)CSCC(=O)Nc1c(C(=O)C2CC2)oc2ccccc12"}